(1)
{
  "formula": "C26H21ClF5N2O7S3TeV",
  "method": "wB97M-V/def2-TZVPD",
  "elements": ["V", "C", "C", "N", "N", "C", "S", "S", "C", "C", "C", "C", "C", "C", "C", "C", "C", "C", "C", "C", "C", "O", "H", "H", "H", "H", "H", "H", "H", "H", "H", "H", "H", "H", "H", "H", "C", "C", "O", "S", "C", "C", "C", "C", "C", "C", "C", "C", "H", "H", "H", "H", "H", "H", "H", "O", "Cl", "O", "O", "O", "F", "Te", "F", "F", "F", "F", "O"],
  "xyz": [[0.450, 1.389, -0.338], [-2.331, -1.633, -2.021], [-1.797, -0.532, -1.156], [-0.548, -0.196, -1.271], [0.145, -0.946, -2.211], [1.414, -0.943, -2.032], [2.184, -0.130, -0.699], [2.491, -1.817, -3.076], [1.332, -2.463, -4.324], [1.249, -1.611, -5.555], [1.875, -2.022, -6.727], [1.807, -1.242, -7.873], [1.114, -0.039, -7.852], [0.493, 0.379, -6.682], [0.558, -0.403, -5.542], [-2.698, 0.162, -0.233], [-3.953, -0.358, 0.106], [-4.819, 0.341, 0.926], [-4.463, 1.596, 1.410], [-3.231, 2.133, 1.096], [-2.359, 1.402, 0.304], [-1.144, 1.921, 0.056], [-2.029, -1.442, -3.050], [-1.888, -2.588, -1.733], [-3.410, -1.700, -1.975], [1.713, -3.456, -4.566], [0.372, -2.576, -3.829], [2.418, -2.960, -6.744], [2.296, -1.573, -8.780], [1.062, 0.574, -8.742], [-0.037, 1.325, -6.646], [0.082, -0.063, -4.630], [-4.254, -1.328, -0.258], [-5.777, -0.088, 1.181], [-5.149, 2.151, 2.036], [-2.915, 3.102, 1.456], [1.062, -1.827, 10.296], [0.767, -1.338, 8.903], [0.829, -0.196, 8.550], [0.301, -2.691, 7.806], [0.344, -1.864, 6.243], [-0.584, -0.874, 5.938], [-0.531, -0.238, 4.713], [0.442, -0.597, 3.776], [1.363, -1.600, 4.085], [1.316, -2.226, 5.317], [0.492, 0.052, 2.507], [0.570, 0.594, 1.422], [1.146, -0.976, 10.966], [1.999, -2.386, 10.286], [0.277, -2.503, 10.637], [-1.335, -0.599, 6.665], [-1.240, 0.541, 4.468], [2.118, -1.870, 3.359], [2.037, -2.993, 5.569], [0.534, 1.876, -2.436], [-0.617, 2.665, -3.046], [-0.320, 2.793, -4.429], [-0.681, 3.919, -2.370], [-1.819, 1.905, -2.838], [4.513, 4.656, -1.396], [3.000, 3.712, -0.945], [3.558, 2.366, -2.051], [4.027, 3.014, 0.417], [2.098, 4.439, -2.355], [2.498, 5.136, 0.099], [1.583, 2.746, -0.184]],
  "forces_ev_per_angstrom": [[0.51, -0.01, -0.50], [0.01, 0.02, -0.01], [-0.01, 0.01, -0.11], [-0.06, -0.16, 0.24], [0.00, 0.05, 0.03], [-0.09, 0.01, 0.06], [-0.09, -0.01, -0.01], [-0.01, 0.08, 0.05], [0.11, -0.20, -0.04], [-0.01, 0.01, -0.10], [-0.03, 0.02, -0.02], [-0.04, 0.05, 0.03], [0.03, -0.06, 0.02], [-0.04, 0.12, -0.04], [-0.01, 0.04, 0.05], [0.00, -0.10, -0.04], [0.00, 0.02, 0.03], [0.04, -0.03, -0.03], [-0.01, 0.01, 0.01], [0.01, 0.06, 0.04], [0.20, 0.09, 0.08], [-0.14, 0.11, -0.15], [0.00, 0.01, 0.01], [0.00, 0.01, 0.00], [-0.03, 0.00, 0.01], [-0.01, 0.03, 0.00], [-0.05, 0.00, 0.02], [0.00, 0.00, 0.00], [0.00, 0.00, 0.00], [0.00, 0.00, 0.00], [0.05, -0.10, 0.00], [0.00, 0.00, -0.01], [0.00, -0.01, -0.01], [0.00, 0.00, 0.00], [0.00, 0.00, 0.00], [0.00, 0.00, 0.00], [-0.03, -0.02, 0.00], [-0.06, 0.03, 0.00], [0.06, -0.05, 0.00], [0.06, -0.03, 0.02], [-0.03, 0.01, -0.01], [0.00, 0.01, 0.01], [-0.01, -0.01, 0.01], [-0.02, 0.00, 0.02], [0.01, 0.02, -0.02], [-0.01, 0.00, 0.00], [0.01, 0.02, 0.06], [0.02, -0.07, -0.06], [0.01, 0.02, 0.01], [0.00, 0.03, 0.01], [0.00, 0.00, 0.00], [0.01, 0.00, -0.01], [0.00, 0.00, 0.00], [0.00, 0.00, 0.00], [0.00, 0.00, 0.00], [-0.22, 0.11, 0.17], [-0.17, -0.05, -0.01], [0.09, 0.03, 0.12], [-0.01, -0.17, -0.08], [0.16, 0.03, -0.03], [-0.09, 0.13, -0.24], [0.29, -0.08, 0.63], [0.04, -0.22, -0.15], [0.10, -0.04, 0.12], [-0.12, 0.08, -0.06], [-0.01, 0.12, 0.08], [-0.40, 0.05, -0.21]],
  "relative_energy_kcal_mol": 58.4,
  "orbital_gap_ha": 0.2296
}

(2)
{
  "formula": "C26H21ClNS4Tc",
  "method": "wB97M-V/def2-TZVPD",
  "elements": ["Tc", "S", "C", "C", "C", "C", "C", "C", "S", "C", "C", "C", "C", "C", "C", "C", "S", "C", "C", "C", "C", "C", "C", "S", "N", "H", "H", "H", "H", "H", "H", "H", "H", "H", "H", "H", "H", "H", "H", "H", "Cl", "C", "C", "C", "C", "C", "C", "C", "H", "H", "H", "H", "H", "H"],
  "xyz": [[0.213, 0.354, -1.586], [1.545, 1.662, -2.975], [1.796, 0.530, -4.305], [2.187, 1.024, -5.551], [2.368, 0.177, -6.630], [2.172, -1.192, -6.493], [1.810, -1.708, -5.262], [1.609, -0.853, -4.185], [1.209, -1.556, -2.585], [-0.394, -2.422, -2.901], [-1.460, -2.068, -1.900], [-2.494, -2.953, -1.658], [-3.534, -2.582, -0.821], [-3.515, -1.314, -0.263], [-2.446, -0.473, -0.517], [-2.451, 0.908, 0.090], [-1.119, 2.025, -0.545], [-0.306, 2.577, 0.958], [-0.798, 3.747, 1.525], [-0.182, 4.297, 2.639], [0.938, 3.688, 3.181], [1.433, 2.521, 2.617], [0.814, 1.956, 1.509], [1.526, 0.451, 0.868], [-1.408, -0.852, -1.298], [2.332, 2.091, -5.653], [2.670, 0.587, -7.584], [2.315, -1.856, -7.334], [1.690, -2.778, -5.135], [-0.217, -3.495, -2.903], [-0.708, -2.115, -3.900], [-2.488, -3.920, -2.143], [-4.348, -3.263, -0.617], [-4.324, -0.967, 0.365], [-2.351, 0.860, 1.174], [-3.401, 1.392, -0.135], [-1.657, 4.231, 1.078], [-0.566, 5.212, 3.069], [1.431, 4.119, 4.042], [2.303, 2.034, 3.036], [0.711, -0.416, 7.742], [0.659, -0.532, 6.021], [1.572, -1.333, 5.352], [1.522, -1.425, 3.972], [0.565, -0.725, 3.243], [0.516, -0.834, 1.751], [-0.345, 0.071, 3.935], [-0.304, 0.173, 5.315], [2.314, -1.886, 5.912], [2.247, -2.046, 3.458], [0.971, -1.764, 1.411], [-0.505, -0.786, 1.379], [-1.102, 0.629, 3.396], [-1.015, 0.796, 5.840]],
  "forces_ev_per_angstrom": [[1.21, 0.59, 0.07], [-0.01, 0.27, -0.03], [-0.03, -0.23, 0.11], [0.00, -0.04, 0.03], [0.02, 0.07, 0.03], [-0.01, -0.08, -0.04], [0.01, -0.09, 0.03], [0.18, 0.04, -0.10], [-0.26, 0.05, -0.19], [0.22, 0.10, 0.05], [0.10, 0.01, 0.02], [-0.05, -0.03, 0.01], [0.13, 0.10, -0.01], [-0.06, -0.06, 0.00], [0.07, 0.02, 0.01], [0.17, 0.25, -0.05], [0.04, -0.25, 0.25], [-0.22, 0.16, -0.09], [-0.06, -0.06, -0.06], [0.04, 0.04, 0.08], [-0.03, 0.01, -0.01], [-0.05, 0.02, 0.04], [0.16, -0.31, -0.07], [-0.38, -0.05, -0.17], [-1.25, -0.69, 0.21], [0.01, -0.01, -0.04], [-0.02, -0.01, 0.00], [0.01, 0.01, 0.01], [0.01, 0.01, -0.01], [-0.05, -0.01, -0.05], [-0.02, 0.00, -0.01], [0.00, -0.01, 0.02], [-0.01, 0.01, -0.02], [0.00, -0.03, 0.00], [0.02, -0.01, 0.01], [-0.04, -0.04, 0.06], [0.03, 0.03, 0.01], [-0.01, -0.01, -0.01], [0.00, 0.00, -0.01], [0.01, 0.01, 0.00], [0.02, 0.00, 0.08], [-0.06, 0.01, -0.20], [0.07, -0.06, 0.08], [0.04, 0.09, -0.02], [-0.02, -0.05, 0.05], [0.21, 0.25, 0.03], [0.02, -0.03, -0.07], [-0.01, 0.04, 0.06], [-0.01, 0.02, 0.00], [-0.02, -0.02, -0.01], [-0.05, -0.04, -0.03], [-0.04, 0.01, -0.02], [-0.02, 0.00, -0.05], [0.01, -0.02, 0.03]],
  "total_charge": 1,
  "s2": 3.77,
  "orbital_gap_ha": [0.2526, 0.2461],
  "multiplicity": 4
}

(3)
{
  "formula": "C26H22AlB3BeBrClF15MgO10",
  "method": "wB97M-V/def2-TZVPD",
  "elements": ["C", "C", "C", "C", "C", "C", "O", "C", "B", "C", "O", "C", "C", "O", "C", "F", "F", "C", "F", "F", "C", "F", "F", "C", "O", "O", "C", "C", "C", "O", "C", "C", "C", "O", "H", "H", "H", "H", "H", "H", "H", "H", "H", "H", "H", "F", "Be", "B", "F", "F", "F", "F", "C", "C", "C", "O", "C", "H", "H", "H", "H", "H", "H", "H", "H", "Mg", "C", "C", "O", "O", "H", "H", "H", "B", "F", "F", "F", "F", "Al", "Cl", "Br"],
  "xyz": [[4.566, -4.357, -2.652], [3.686, -3.735, -2.064], [2.310, -3.149, -1.687], [1.029, -3.931, -1.711], [1.091, -5.457, -2.125], [0.660, -5.725, -3.641], [1.198, -6.630, -4.235], [-0.337, -3.321, -1.365], [-1.665, -4.279, -1.429], [-1.918, -5.382, -0.242], [-2.599, -4.210, -2.493], [-0.426, -1.872, -0.982], [-1.784, -1.100, -0.648], [-2.214, -0.402, -1.546], [-2.471, -1.214, 0.782], [-1.611, -2.032, 1.569], [-2.531, 0.027, 1.484], [-3.894, -1.923, 0.808], [-4.553, -1.453, 2.031], [-3.833, -3.303, 0.934], [-4.880, -1.538, -0.381], [-6.137, -2.100, -0.030], [-4.546, -2.138, -1.591], [-5.155, 0.032, -0.530], [-5.189, 0.495, -1.649], [-5.392, 0.865, 0.565], [0.878, -1.080, -0.918], [2.225, -1.696, -1.257], [3.516, -0.775, -1.145], [4.583, -1.182, -0.734], [3.272, 0.739, -1.565], [2.033, 1.298, -1.233], [0.911, 0.444, -0.502], [0.091, 0.899, 0.405], [5.295, -4.933, -3.292], [2.191, -5.822, -2.036], [0.490, -6.139, -1.398], [-0.110, -5.106, -4.217], [-1.540, -4.997, 0.761], [-3.048, -5.482, -0.121], [-1.421, -6.347, -0.556], [-3.060, -5.082, -2.469], [-5.530, 1.763, 0.174], [4.081, 1.350, -2.080], [1.857, 2.375, -1.525], [2.809, -7.591, -2.054], [1.441, 0.767, 2.032], [3.123, 3.764, 4.132], [4.230, 4.237, 4.881], [1.943, 4.450, 4.541], [3.344, 3.991, 2.739], [2.966, 2.357, 4.347], [-0.852, 7.351, 4.705], [-0.105, 7.180, 6.011], [1.225, 7.839, 5.702], [0.961, 8.876, 4.744], [-0.372, 8.716, 4.245], [-1.937, 7.293, 4.808], [-0.533, 6.583, 3.992], [-0.618, 7.729, 6.807], [-0.001, 6.141, 6.326], [1.922, 7.130, 5.246], [1.695, 8.269, 6.589], [-0.988, 9.517, 4.670], [-0.372, 8.817, 3.157], [-3.661, -0.532, 3.594], [-3.006, -3.516, -6.229], [-1.852, -4.499, -5.950], [-0.734, -3.967, -5.796], [-2.190, -5.691, -5.916], [-2.651, -2.487, -6.247], [-3.458, -3.745, -7.194], [-3.763, -3.610, -5.450], [4.961, 3.642, -0.433], [5.588, 2.994, -1.518], [5.552, 4.988, -0.283], [3.573, 3.774, -0.688], [5.166, 2.911, 0.748], [1.645, -5.839, 0.109], [-0.154, 2.978, -0.651], [4.983, 6.786, 0.819]],
  "forces_ev_per_angstrom": [[-0.88, 0.32, 0.03], [-1.71, -0.42, -0.75], [-0.35, 1.45, 0.85], [-0.65, 1.40, 0.46], [0.32, 1.56, 0.27], [1.24, -2.26, -1.26], [-1.04, 1.81, 1.24], [1.84, 2.21, -0.14], [-0.71, -0.50, -0.46], [-0.36, 1.06, -0.14], [1.91, -0.92, 1.81], [2.82, -1.32, 0.54], [1.43, 0.63, -2.82], [-0.11, -1.04, 2.53], [1.67, -1.24, 1.30], [-1.62, 1.43, -1.06], [-0.28, -1.93, -1.25], [-0.71, -1.18, -0.22], [0.57, -0.70, -1.37], [0.31, 3.01, -0.25], [-2.30, -0.79, -0.01], [2.24, 0.90, -0.27], [-0.03, 1.59, 2.80], [-0.20, 2.28, -2.22], [0.11, -1.33, 1.82], [0.59, -1.80, -0.90], [0.42, -1.06, -0.38], [-2.40, -1.00, -0.15], [0.22, 0.55, -0.21], [-1.92, 0.45, -0.77], [-2.03, -0.78, 0.83], [1.05, -0.96, -0.40], [1.92, -0.99, -1.45], [2.25, -0.73, 0.02], [-1.09, 1.01, 1.38], [-1.02, -0.51, -0.68], [0.04, 0.82, -1.89], [0.35, 0.14, 0.67], [-0.18, -0.75, -1.23], [1.50, -0.40, -0.23], [-0.80, 0.77, 0.69], [-0.12, 0.96, -0.21], [0.08, -0.78, 0.18], [-0.99, -0.87, 0.99], [0.17, -1.63, 0.91], [-0.59, 1.29, 1.26], [-0.49, 1.01, -0.71], [0.52, 1.22, 0.23], [-0.79, -0.47, -0.56], [0.41, -0.60, -0.30], [-0.33, -0.29, 0.52], [-0.48, -0.36, -0.51], [-0.09, -0.26, -0.33], [-0.14, 0.00, 0.41], [0.45, -0.12, -0.13], [-0.30, -0.17, -0.01], [0.07, 0.32, 0.08], [0.04, 0.06, 0.00], [0.00, 0.04, 0.04], [0.03, -0.04, -0.02], [0.08, 0.06, -0.06], [-0.04, -0.08, 0.12], [-0.01, 0.09, -0.10], [-0.09, -0.02, -0.07], [0.09, 0.06, 0.04], [0.11, 0.41, 0.37], [-1.03, 1.32, -0.41], [1.30, -1.65, 0.18], [-0.45, 0.43, 0.35], [-0.36, 0.66, 0.21], [0.19, -0.17, 0.04], [0.15, -0.25, 0.10], [0.17, -0.27, 0.01], [-1.69, -3.45, 0.48], [-0.26, 1.20, 0.75], [0.11, 3.14, 1.06], [1.15, 0.44, 0.09], [0.03, 1.05, -1.13], [1.39, -0.94, 0.41], [-1.13, 0.62, 0.26], [0.50, -2.67, -1.25]],
  "total_charge": 1,
  "orbital_gap_ha": 0.0503
}

Number 1: E_tot -5005.38487 Ha, strongest force on any atom 0.71 eV Å⁻¹. Number 2: E_tot -3191.69757 Ha, strongest force on any atom 1.44 eV Å⁻¹. Number 3: E_tot -6819.59674 Ha, strongest force on any atom 3.88 eV Å⁻¹.